Entry 1:
{"formula": "C56H46AsFFeN5O8P2", "method": "ωB97M-V with the def2-TZVPD basis set", "symbols": ["C", "C", "C", "H", "C", "H", "H", "C", "H", "C", "H", "H", "C", "C", "H", "H", "C", "C", "N", "C", "C", "H", "C", "H", "H", "C", "C", "As", "N", "H", "O", "C", "C", "C", "C", "C", "H", "C", "H", "H", "H", "H", "H", "H", "H", "C", "C", "C", "H", "H", "H", "O", "H", "O", "C", "H", "H", "H", "C", "C", "C", "C", "C", "O", "Fe", "C", "C", "N", "C", "C", "O", "C", "H", "C", "H", "P", "C", "H", "H", "C", "C", "C", "H", "H", "C", "C", "H", "H", "C", "O", "C", "O", "C", "C", "C", "H", "C", "H", "H", "N", "C", "F", "C", "H", "N", "C", "H", "C", "H", "C", "H", "H", "P", "H", "C", "O", "H", "C", "H", "C"], "xyz": [[0.750, 4.049, 4.287], [-6.076, -2.185, 0.565], [-2.264, -1.275, 4.429], [-1.717, 2.898, -3.122], [-3.701, -0.245, -5.160], [0.603, 5.358, 2.555], [-4.172, 0.219, -1.842], [6.065, 1.981, -3.322], [5.823, 3.023, 1.357], [4.471, -1.245, 0.643], [0.576, -6.426, 1.150], [0.207, -4.587, 2.764], [-3.037, -1.459, 0.142], [-3.731, 2.995, -0.404], [-6.253, -2.804, -2.755], [4.569, 4.080, 0.706], [0.703, 4.349, 2.929], [-5.634, -2.463, -0.724], [3.639, -1.296, -0.474], [4.550, -0.825, 2.886], [0.129, -1.055, -3.930], [-0.554, -1.665, -4.512], [-6.577, -2.592, -1.742], [-3.599, -0.530, 0.044], [-8.648, -2.529, -2.284], [1.703, -3.833, -0.706], [-3.254, 3.290, -1.672], [-3.742, -2.769, -1.145], [6.841, 1.721, -2.193], [-1.303, -1.016, -1.062], [1.186, -0.382, 2.816], [-7.929, -2.433, -1.480], [0.869, 3.349, 0.524], [-2.017, 1.239, 3.290], [-7.431, -2.025, 0.830], [-1.785, -1.145, 3.138], [-4.165, 1.467, -3.948], [0.581, 0.160, -4.429], [0.159, -2.425, -2.287], [-3.202, -3.375, -3.973], [-5.373, -2.088, 1.383], [0.684, 4.847, 5.015], [6.460, -0.921, 3.856], [3.993, -0.557, 3.776], [1.574, -5.940, -1.061], [0.543, -1.493, -2.677], [1.382, -5.136, -0.362], [0.816, 3.302, 2.034], [2.537, 1.123, -1.830], [-1.889, 2.231, 2.873], [1.797, 1.898, -4.059], [0.792, 4.402, -0.074], [-0.973, -2.111, 0.274], [7.322, 1.696, 0.026], [-1.852, 1.529, -0.025], [-3.235, -2.118, -6.098], [0.935, 2.462, 5.763], [7.638, -1.491, 1.727], [5.842, -1.471, 0.574], [-3.413, -2.311, -3.968], [1.430, -0.720, -1.928], [-3.433, -1.606, -5.166], [4.629, 3.138, -1.737], [1.090, -0.245, 5.054], [1.416, 0.680, 1.207], [5.917, -1.028, 2.928], [1.452, 0.941, -3.678], [0.933, 2.063, 2.475], [1.452, -2.783, 0.180], [4.901, 2.790, -2.995], [3.373, 1.429, 0.167], [6.566, -1.352, 1.742], [-2.774, 1.992, 5.145], [1.878, 0.507, -2.435], [-1.476, -2.032, 2.598], [1.979, -1.085, -0.239], [0.824, -5.407, 0.881], [2.155, -3.635, -1.671], [-9.415, -2.020, 0.015], [3.896, 2.102, 1.089], [-2.509, 1.106, 4.581], [-1.546, -1.231, -0.018], [3.741, 3.704, -1.488], [-3.714, 0.310, -6.089], [-3.952, -0.304, -2.767], [-1.399, 1.807, -1.316], [-0.486, 1.353, -1.681], [-3.788, 3.988, -2.303], [-3.036, 2.115, 0.417], [6.369, 1.564, -4.415], [-2.092, 2.684, -2.130], [0.995, 2.168, 0.007], [0.926, -3.067, 1.437], [6.586, 2.046, -0.871], [1.107, 0.257, 3.953], [0.249, 0.501, -5.402], [0.609, -4.376, 1.780], [7.668, 1.160, -2.342], [-2.331, -2.257, 4.879], [3.841, -0.935, 1.768], [-3.956, 0.405, -3.958], [4.101, 3.158, -4.005], [-8.360, -2.146, -0.191], [6.319, -1.704, -0.370], [5.458, 2.817, -0.686], [-1.673, 0.113, 2.545], [0.802, -2.269, 2.158], [0.893, 2.734, 4.718], [-7.757, -1.803, 1.838], [4.989, 3.074, 0.664], [-3.264, -1.858, 1.127], [-3.006, -0.252, 6.163], [-0.925, 0.253, 0.894], [-3.442, 1.877, 1.388], [0.978, 1.748, 3.756], [3.566, 2.102, 2.286], [4.001, -1.649, -1.343], [-2.637, -0.150, 5.151], [-4.647, 3.446, -0.046], [-3.677, -1.670, -2.761]], "forces_ev_per_a": [[0.0, 0.0, 0.0], [0.0, 0.0, 0.0], [0.0, 0.0, 0.0], [0.0, 0.0, 0.0], [0.0, 0.0, 0.0], [0.0, 0.0, 0.0], [0.0, 0.0, 0.0], [0.0, 0.0, 0.1], [0.0, 0.0, -0.1], [-0.1, 0.1, -0.1], [0.0, 0.0, 0.0], [0.0, 0.0, 0.0], [-0.2, 0.1, 0.1], [0.0, 0.0, 0.0], [0.0, 0.0, 0.0], [0.0, 0.0, 0.0], [0.0, 0.0, 0.0], [0.0, 0.0, -0.1], [0.1, 0.1, 0.2], [0.0, 0.0, 0.1], [0.0, 0.0, 0.0], [0.0, 0.1, 0.1], [0.0, 0.0, 0.0], [0.0, 0.0, 0.0], [0.0, 0.0, 0.0], [0.0, 0.1, 0.0], [0.0, 0.0, 0.0], [0.0, 0.0, 0.0], [-0.1, -0.1, 0.0], [0.0, 0.0, 0.0], [0.3, 0.1, 0.0], [0.0, 0.0, 0.0], [0.0, 0.0, 0.1], [0.0, 0.0, 0.0], [0.0, 0.0, 0.0], [0.0, 0.0, 0.0], [0.0, 0.0, 0.0], [0.0, -0.1, 0.1], [0.0, -0.1, 0.0], [0.0, 0.0, 0.0], [0.0, 0.0, 0.0], [0.0, 0.0, 0.0], [0.0, 0.0, 0.0], [0.0, 0.0, 0.0], [0.0, 0.0, 0.0], [0.1, 0.1, -0.1], [0.0, 0.0, 0.0], [0.0, 0.0, 0.0], [-0.1, -0.1, -0.1], [0.0, 0.0, 0.0], [0.0, -0.1, 0.0], [0.0, 0.0, -0.1], [-0.1, 0.0, 0.0], [0.0, -0.1, 0.0], [0.1, 0.0, 0.0], [0.0, 0.0, 0.0], [0.0, 0.0, 0.0], [0.0, 0.0, 0.0], [0.0, 0.0, -0.1], [0.0, 0.0, 0.0], [0.0, 0.1, -0.1], [0.0, 0.0, 0.0], [0.1, 0.1, 0.1], [0.0, 0.0, 0.0], [-0.8, 0.3, -0.5], [0.0, 0.0, 0.0], [0.0, 0.1, -0.1], [0.3, 0.0, -0.1], [0.0, 0.0, 0.0], [0.1, -0.1, 0.0], [-0.5, -0.6, 0.4], [0.0, 0.0, 0.0], [0.0, 0.0, 0.0], [0.1, -0.1, 0.1], [0.0, 0.0, 0.0], [0.1, -0.1, 0.2], [0.0, 0.0, 0.0], [0.0, 0.0, 0.0], [0.0, 0.0, 0.0], [0.2, 0.3, 0.7], [0.0, 0.0, 0.0], [0.2, 0.1, 0.0], [0.0, 0.0, 0.0], [0.0, 0.0, 0.0], [0.0, 0.0, 0.0], [0.0, 0.0, 0.0], [0.0, 0.0, 0.0], [0.0, 0.0, 0.0], [0.0, 0.0, 0.0], [0.0, 0.0, 0.0], [0.0, 0.0, 0.0], [0.0, 0.0, -0.1], [0.0, -0.1, 0.0], [0.0, 0.1, 0.0], [0.0, 0.0, -0.1], [0.0, 0.0, 0.0], [0.0, 0.0, 0.0], [0.0, 0.0, 0.0], [0.0, 0.0, 0.0], [0.0, -0.2, -0.1], [0.0, 0.0, 0.0], [-0.1, 0.0, -0.1], [0.0, 0.0, 0.0], [0.0, 0.0, 0.0], [0.0, 0.1, -0.2], [0.0, 0.0, 0.0], [0.0, 0.0, 0.0], [0.0, 0.0, 0.0], [0.0, 0.0, 0.0], [0.2, 0.0, 0.1], [0.0, 0.0, 0.1], [0.0, 0.0, 0.0], [0.0, -0.1, 0.1], [0.0, 0.0, 0.0], [0.0, 0.0, 0.1], [0.1, -0.1, -0.4], [0.0, 0.1, 0.0], [0.0, 0.0, 0.0], [0.0, 0.0, 0.0], [0.0, 0.0, 0.0]], "lowdin_spin": [0.00, 0.00, 0.00, 0.00, 0.00, 0.00, 0.00, 0.00, 0.00, 0.00, 0.00, 0.00, 0.00, 0.00, 0.00, 0.00, 0.00, 0.00, -0.01, 0.00, 0.00, 0.00, 0.00, 0.00, 0.00, 0.00, 0.00, 0.00, 0.00, 0.00, 0.02, 0.00, 0.00, 0.00, 0.00, 0.00, 0.00, 0.00, 0.00, 0.00, 0.00, 0.00, 0.00, 0.00, 0.00, 0.00, 0.00, 0.00, 0.00, 0.00, 0.00, 0.00, 0.00, 0.00, -0.01, 0.00, 0.00, 0.00, 0.00, 0.00, 0.00, 0.00, 0.00, 0.01, 1.09, 0.00, 0.00, -0.01, 0.00, 0.00, 0.01, 0.00, 0.00, 0.00, 0.00, -0.03, 0.00, 0.00, 0.00, 0.00, 0.00, -0.01, 0.00, 0.00, 0.00, 0.00, 0.00, 0.00, 0.00, 0.00, 0.00, 0.01, 0.00, 0.00, 0.00, 0.00, 0.00, 0.00, 0.00, 0.00, 0.00, 0.00, 0.00, 0.00, 0.00, 0.00, 0.00, 0.00, 0.00, 0.00, 0.00, 0.00, -0.05, 0.00, 0.00, 0.00, 0.00, 0.00, 0.00, 0.00], "e_above_lowest_ev": 0.836, "orbital_gap_ev": [7.40, 8.17], "e_tot_ha": -7319.5317, "spin_multiplicity": 2, "homo_energy_ev": [-8.390, -8.380], "total_charge": 0}

Entry 2:
{"formula": "C22H41BCeN6O4Si", "method": "ωB97M-V with the def2-TZVPD basis set", "symbols": ["H", "N", "H", "H", "H", "C", "Ce", "H", "H", "H", "C", "C", "C", "C", "H", "H", "N", "H", "O", "H", "H", "H", "C", "C", "H", "H", "C", "H", "H", "N", "C", "H", "H", "C", "C", "H", "H", "H", "C", "H", "O", "B", "H", "C", "C", "C", "C", "N", "N", "H", "H", "C", "C", "C", "H", "C", "H", "O", "H", "O", "H", "H", "H", "C", "H", "Si", "H", "H", "N", "H", "H", "H", "H", "H", "C", "H"], "xyz": [[2.313, 0.574, 3.511], [0.360, 1.569, -2.489], [1.037, 4.018, 2.753], [-4.225, 2.258, 2.536], [1.520, 2.001, 4.212], [0.707, 3.782, -2.814], [-0.289, -0.586, -1.705], [3.190, -0.887, -5.814], [1.303, 3.431, -4.981], [-2.254, -3.374, 0.842], [1.763, 2.103, 2.064], [-2.349, -0.867, -4.563], [-1.097, -0.029, -6.216], [-3.238, 1.832, 2.784], [1.730, -1.471, 5.464], [2.713, 0.368, 1.163], [-1.154, -0.479, -4.022], [-3.852, 1.480, 0.136], [0.727, -0.732, 3.073], [-2.728, 0.160, -0.204], [3.211, 2.106, 3.659], [4.272, -2.731, -4.065], [0.987, 3.095, -3.999], [-4.073, -0.465, 2.161], [2.269, 1.641, -0.015], [1.510, 1.052, -5.840], [-1.922, -3.032, -0.148], [0.785, 4.848, -2.658], [-4.102, -0.738, 3.223], [1.857, -0.542, -4.251], [0.987, -3.067, 2.443], [-3.113, -1.302, -3.935], [-0.472, -3.499, 4.760], [0.334, 2.801, -1.888], [-0.549, -2.488, 4.323], [-0.774, -1.789, 5.136], [-0.910, -3.401, -0.351], [2.061, -3.158, 5.059], [-2.342, -0.601, -5.942], [2.726, -2.474, -1.800], [-1.720, -0.063, 2.356], [1.003, 0.622, -4.826], [2.874, -1.872, 4.151], [2.641, 1.453, 0.999], [0.767, -2.150, 3.633], [3.424, -2.085, -3.908], [-2.996, 0.597, 1.919], [1.627, -1.077, -2.979], [-0.406, 0.038, -5.074], [-3.242, 1.583, 3.851], [-5.073, -0.093, 1.886], [1.696, 3.628, 1.967], [2.225, 1.664, 3.444], [2.631, -1.990, -2.761], [-1.387, -2.489, 3.616], [2.899, -1.163, -4.813], [-2.113, 1.781, 0.335], [0.058, -0.522, 0.414], [1.169, -4.106, 2.768], [0.330, 1.684, 1.890], [0.069, 2.886, -0.843], [1.847, -2.731, 1.853], [2.692, 4.071, 2.109], [1.926, -2.154, 4.628], [3.664, 1.865, 1.056], [-0.129, 0.078, 1.919], [-3.875, -1.374, 1.576], [-2.478, 2.602, 2.598], [0.803, 1.783, -3.797], [1.306, 3.958, 0.996], [-3.125, -0.795, -6.646], [-0.647, 0.339, -7.125], [0.098, -3.047, 1.800], [-1.960, -1.925, -0.152], [-2.900, 1.024, 0.461], [-2.616, -3.429, -0.901]], "forces_ev_per_a": [[0.0, 0.5, 0.0], [0.3, 0.3, -0.4], [0.2, -0.1, -0.2], [0.3, -0.1, 0.1], [0.1, 0.0, -0.1], [-0.1, -0.4, 0.4], [1.0, 1.1, 2.0], [0.2, -0.1, 0.0], [0.0, 0.1, 0.3], [0.3, 0.3, -0.3], [-0.8, 0.1, 0.2], [1.0, 0.5, -0.8], [-0.3, -0.3, 1.0], [-0.1, 0.1, -0.1], [0.0, -0.1, -0.3], [0.0, 0.2, 0.0], [0.1, 0.1, -0.5], [0.4, -0.2, 0.1], [-0.7, -0.9, -0.7], [0.0, -0.1, 0.0], [-0.3, -0.1, -0.1], [0.0, 0.0, 0.1], [-0.1, -0.6, 0.6], [-0.2, 0.1, -0.1], [0.0, 0.0, 0.1], [-0.3, -0.2, 0.4], [-0.3, 0.0, -0.5], [-0.1, -0.2, 0.0], [0.1, 0.1, -0.3], [0.0, -0.4, 1.0], [0.2, -0.3, -0.1], [0.0, 0.0, -0.1], [0.0, 0.4, -0.2], [0.2, -0.2, -1.2], [-0.1, -0.1, 0.1], [0.1, -0.1, -0.2], [-0.1, 0.0, 0.1], [-0.1, 0.3, -0.2], [0.1, -0.1, 0.8], [0.0, -0.1, -0.1], [-0.3, 0.7, -1.1], [-0.3, 0.1, 0.0], [-0.3, 0.0, 0.0], [0.2, 0.1, -0.1], [-0.2, 1.0, -0.4], [-0.3, -0.1, 0.6], [0.9, -0.7, 0.8], [0.6, 0.2, -0.5], [-0.5, -0.3, 0.5], [0.1, -0.1, -0.3], [0.4, 0.0, 0.1], [0.2, -0.1, 0.1], [0.5, 0.1, 0.3], [-0.2, 0.6, -1.2], [0.2, 0.1, 0.1], [-0.5, 0.2, 0.7], [0.0, -0.2, 0.0], [-0.2, -0.7, -5.0], [-0.1, 0.4, -0.1], [0.6, -1.4, -0.3], [0.0, 0.1, 0.0], [0.0, -0.1, 0.1], [-0.3, -0.2, -0.1], [0.1, -0.1, 0.0], [-0.4, -0.2, 0.0], [-0.6, 1.1, 3.8], [0.0, 0.2, 0.1], [-0.1, -0.2, 0.1], [0.0, -0.2, 0.8], [0.1, -0.1, 0.1], [-0.2, 0.0, -0.1], [-0.2, -0.1, 0.0], [0.1, -0.1, 0.1], [-0.1, -0.3, 0.3], [-0.3, 0.3, -0.2], [0.2, 0.1, 0.2]], "lowdin_charge": [0.06, -0.10, 0.10, 0.10, 0.11, 0.01, 1.60, 0.15, 0.15, 0.07, -0.59, -0.07, 0.00, -0.01, 0.10, 0.08, -0.10, 0.12, -0.13, 0.05, 0.11, 0.12, 0.00, -0.01, 0.07, 0.14, -0.01, 0.12, 0.10, 0.01, -0.03, 0.12, 0.11, -0.06, -0.02, 0.10, 0.04, 0.10, 0.00, 0.13, -0.11, -0.47, 0.09, -0.02, -0.56, 0.01, -0.58, -0.12, -0.02, 0.10, 0.10, -0.02, -0.03, -0.05, 0.08, 0.00, 0.09, -0.37, 0.11, -0.12, 0.11, 0.09, 0.10, -0.02, 0.11, 0.11, 0.07, 0.09, 0.00, 0.07, 0.11, 0.15, 0.05, -0.03, -0.03, 0.06], "e_above_lowest_ev": 0.000, "orbital_gap_ev": 5.43, "e_tot_ha": -2281.6038, "homo_energy_ev": -15.069, "total_charge": 2}

Number 2 is which compound?
C22H41BCeN6O4Si